[1]
The following is a quantum chemistry calculation of C9H11N3 as an isolated structure in a non-equilibrium geometry, from the Open Molecules 2025 dataset.

Element x y z (Å)
C (1.53, 1.79, 0.93)
C (1.83, 0.96, -0.32)
C (1.11, -1.39, -0.18)
C (-0.91, -1.22, 0.09)
C (-2.26, -1.47, 0.37)
C (-3.24, -0.53, 0.14)
C (-2.79, 0.79, -0.25)
C (-1.51, 1.01, -0.68)
C (-0.55, 0.00, -0.49)
H (0.47, 2.00, 1.03)
H (2.17, 2.74, 0.88)
H (1.83, 1.21, 1.85)
H (2.81, 0.57, -0.27)
H (1.88, 1.59, -1.22)
H (3.06, -1.34, -0.77)
H (2.49, -2.82, 0.01)
H (-2.50, -2.49, 0.64)
H (-4.24, -0.86, 0.26)
H (-3.45, 1.59, -0.38)
H (-1.12, 1.95, -1.01)
N (0.85, -0.14, -0.63)
N (2.38, -1.80, -0.19)
N (0.16, -2.12, 0.16)

As for the HOMO energy: -7.804 eV. For the relative energy (zero: lowest compared OMol25 entry of this formula, charge and spin), the calculation gives 0.665 eV.


[2]
The following is a quantum chemistry calculation of C9H11N3 in the gas phase in a non-equilibrium geometry, from the Open Molecules 2025 dataset.

Element x y z (Å)
C (-3.79, 0.02, -0.92)
C (-4.03, 0.81, 0.19)
C (-2.51, -0.45, -1.15)
C (-2.96, 1.10, 1.02)
C (-1.50, -0.14, -0.23)
C (0.78, -0.55, 0.56)
C (-0.15, -0.66, -0.39)
C (2.17, -1.08, 0.46)
C (3.20, 0.06, 0.50)
N (-1.74, 0.64, 0.83)
N (3.16, 0.77, -0.75)
N (2.94, 1.99, -0.65)
H (-4.59, -0.23, -1.60)
H (-5.02, 1.18, 0.41)
H (-2.28, -1.06, -2.01)
H (-3.08, 1.73, 1.90)
H (0.53, -0.02, 1.47)
H (2.37, -1.73, 1.32)
H (2.30, -1.65, -0.46)
H (3.02, 0.73, 1.35)
H (4.20, -0.37, 0.57)
H (2.92, 2.42, -1.58)
H (0.06, -1.18, -1.31)

As for the HOMO energy: -8.594 eV. For the relative energy (zero: lowest compared OMol25 entry of this formula, charge and spin), the calculation gives 2.368 eV. Its SMILES is [H]/N=N/CC/C=C/c1ccccn1.


[3]
The following is a quantum chemistry calculation of C9H11N3O in the gas phase in a non-equilibrium geometry, from the Open Molecules 2025 dataset.

Element x y z (Å)
C (-1.74, -1.98, -2.50)
C (-0.52, -1.14, -0.60)
C (-0.22, -2.39, -0.01)
C (0.39, -2.41, 1.26)
C (0.84, -1.24, 1.84)
C (0.63, 0.07, 1.20)
C (1.08, 2.30, 1.06)
C (-0.50, 1.40, -0.62)
C (-0.09, 0.06, -0.04)
H (-0.93, -2.70, -2.87)
H (-2.32, -1.48, -3.28)
H (-2.41, -2.58, -1.88)
H (-0.59, -3.29, -0.54)
H (0.48, -3.38, 1.76)
H (1.32, -1.27, 2.84)
H (2.22, 3.28, 2.43)
H (1.35, 4.31, 1.32)
H (0.77, 3.11, -0.79)
H (-0.38, 1.47, -1.68)
H (-1.52, 1.71, -0.33)
N (1.16, 1.20, 1.77)
N (1.82, 3.40, 1.52)
N (0.33, 2.51, -0.09)
O (-1.19, -0.96, -1.77)

As for the HOMO energy: -7.467 eV. For the relative energy (zero: lowest compared OMol25 entry of this formula, charge and spin), the calculation gives 0.000 eV. Its SMILES is COc1cccc2c1CNC(N)=N2.


[4]
The following is a quantum chemistry calculation of C9H11NO in the gas phase in a non-equilibrium geometry, from the Open Molecules 2025 dataset.

Element x y z (Å)
C (-1.85, -0.83, -0.90)
C (-0.57, 2.14, -0.50)
C (0.70, 1.40, -0.78)
C (-1.55, 1.66, 0.28)
C (0.72, 0.08, -0.74)
C (-1.60, 0.44, 1.21)
C (-1.24, -0.84, 0.39)
C (-0.54, -1.93, 1.11)
C (2.97, -0.60, -0.91)
N (-2.40, -0.73, -1.90)
O (1.60, -0.90, -0.94)
H (-0.64, 3.29, -0.76)
H (1.51, 1.92, -1.14)
H (-2.58, 2.23, 0.40)
H (-0.89, 0.50, 2.03)
H (-2.64, 0.33, 1.61)
H (0.51, -1.76, 1.41)
H (-0.63, -2.89, 0.51)
H (-1.07, -2.10, 1.99)
H (3.54, -1.46, -0.36)
H (3.10, 0.35, -0.22)
H (3.58, -0.29, -1.79)

As for the HOMO energy (spin up / spin down): -8.310 / -8.472 eV. For the relative energy (zero: lowest compared OMol25 entry of this formula, charge and spin), the calculation gives 6.273 eV.


[5]
The following is a quantum chemistry calculation of C9H11NO2 in the gas phase in a non-equilibrium geometry, from the Open Molecules 2025 dataset.

Element x y z (Å)
C (0.64, -1.85, 0.07)
C (-0.65, -1.86, 1.10)
C (1.51, -0.52, 0.22)
C (0.78, 0.70, -0.19)
C (-0.02, 1.43, 0.65)
C (0.77, 1.16, -1.52)
C (-0.69, 2.61, 0.24)
C (0.25, 2.44, -1.92)
C (-0.61, 3.04, -1.06)
H (-0.52, -1.35, -1.41)
H (-0.45, -2.96, -1.14)
H (1.32, -2.67, 0.34)
H (1.75, -0.49, 1.31)
H (2.49, -0.66, -0.28)
H (-0.01, 1.13, 1.72)
H (1.12, 0.37, -2.24)
H (-1.18, 3.14, 1.06)
H (0.46, 2.63, -2.96)
H (-1.24, 3.83, -1.42)
H (0.72, -1.87, 2.36)
N (0.10, -2.14, -1.26)
O (-1.82, -1.86, 0.84)
O (-0.32, -1.78, 2.39)

As for the HOMO energy: -9.097 eV. For the relative energy (zero: lowest compared OMol25 entry of this formula, charge and spin), the calculation gives 1.526 eV. Its SMILES is N[C@@H](Cc1ccccc1)C(=O)O.


[6]
The following is a quantum chemistry calculation of C9H11NO4Sn as an isolated structure in a non-equilibrium geometry, from the Open Molecules 2025 dataset.

Element x y z (Å)
O (2.61, -1.55, 0.37)
C (1.64, -0.98, 0.23)
Sn (-0.04, -0.01, 0.03)
C (-0.61, -0.18, -1.81)
C (0.29, 1.85, 0.41)
O (-0.95, -0.28, -2.89)
O (0.47, 2.95, 0.64)
O (-0.91, -1.18, 1.28)
C (-2.24, -1.23, 1.73)
C (-2.39, -2.37, 2.65)
C (-2.83, -1.89, 4.04)
C (-4.29, -1.41, 4.08)
C (-4.63, -0.18, 3.23)
C (-4.48, -0.38, 1.71)
N (-3.04, -0.35, 1.28)
H (-3.14, -3.05, 2.21)
H (-1.47, -2.92, 2.77)
H (-2.77, -2.74, 4.70)
H (-2.15, -1.11, 4.40)
H (-4.94, -2.25, 3.77)
H (-4.52, -1.18, 5.12)
H (-5.68, 0.02, 3.40)
H (-4.05, 0.70, 3.55)
H (-4.93, -1.33, 1.39)
H (-4.98, 0.43, 1.21)
H (-2.81, 0.40, 0.63)

As for the HOMO energy (spin up / spin down): -15.319 / -15.336 eV. The total charge is +2.


[7]
The following is a quantum chemistry calculation of C9H11NOS in the gas phase in a non-equilibrium geometry, from the Open Molecules 2025 dataset.

Element x y z (Å)
C (2.51, -2.42, -0.42)
C (2.17, -0.26, 0.09)
C (2.68, 0.98, 0.52)
C (1.94, 2.14, 0.02)
C (0.54, 1.99, -0.30)
C (0.02, 0.77, -0.46)
C (-1.35, 0.52, -0.92)
C (-2.31, 0.10, 0.20)
C (0.85, -0.29, -0.26)
H (1.60, -2.73, -0.07)
H (3.23, -3.31, -0.04)
H (2.63, -2.07, -1.61)
H (3.70, 1.20, 1.02)
H (2.50, 3.23, -0.23)
H (-0.08, 2.91, -0.94)
H (-1.59, -0.34, -1.70)
H (-1.81, 1.40, -1.52)
H (-1.10, 0.52, 1.83)
H (-2.31, -0.76, 2.26)
H (0.66, -1.38, -0.57)
N (-1.93, 0.07, 1.47)
O (3.04, -1.21, 0.35)
S (-3.79, -0.66, -0.15)

As for the HOMO energy: -8.029 eV. For the relative energy (zero: lowest compared OMol25 entry of this formula, charge and spin), the calculation gives 5.004 eV. Its SMILES is COc1cccc(CC(N)=S)c1.


[8]
The following is a quantum chemistry calculation of a 2-piece molecular cluster, C9H11NS overall in a non-equilibrium geometry, from the Open Molecules 2025 dataset.

Element x y z (Å)
C (3.09, 0.31, -0.23)
C (2.49, -0.78, -0.87)
C (2.24, 1.24, 0.46)
C (1.06, -0.83, -1.04)
C (0.93, 0.97, 0.58)
C (0.29, 0.03, -0.27)
C (-2.85, 1.50, 0.33)
C (-1.47, -1.75, 1.25)
C (-1.16, 0.07, -0.18)
N (-1.76, 0.97, 0.68)
S (-1.91, -0.33, -1.78)
H (4.14, 0.59, -0.10)
H (2.89, -1.61, -1.43)
H (2.82, 1.94, 0.88)
H (0.54, -1.64, -1.61)
H (0.39, 1.63, 1.22)
H (-3.27, 2.02, 1.15)
H (-3.37, 1.35, -0.62)
H (-2.08, -2.44, 0.72)
H (-0.35, -1.95, 1.47)
H (-1.86, -1.15, 1.95)
H (-0.79, -0.16, -2.55)

As for the HOMO energy: -7.653 eV. For the relative energy (zero: lowest compared OMol25 entry of this formula, charge and spin), the calculation gives 3.449 eV.


[9]
The following is a quantum chemistry calculation of a 2-piece molecular cluster, C9H11O3 overall in a non-equilibrium geometry, from the Open Molecules 2025 dataset.

Element x y z (Å)
C (-0.12, -3.71, -2.28)
C (0.74, -2.47, -2.29)
O (0.22, -1.52, -1.54)
O (1.76, -2.38, -2.94)
H (0.19, -4.40, -3.06)
H (-1.14, -3.46, -2.57)
H (-0.04, -4.22, -1.32)
C (-2.61, 2.20, 2.77)
C (-0.17, 1.71, -0.11)
C (0.82, 0.82, 0.40)
C (-1.17, 2.23, 0.70)
C (-1.34, 1.84, 2.04)
C (0.84, 0.76, 1.83)
C (-0.24, 1.18, 2.59)
O (1.66, 0.18, -0.33)
H (0.06, 2.17, -1.07)
H (-1.78, 2.97, 0.17)
H (1.75, 0.53, 2.37)
H (0.92, -0.83, -1.19)
H (-2.43, 3.12, 3.35)
H (-2.83, 1.45, 3.53)
H (-0.11, 1.08, 3.65)
H (-3.52, 2.22, 2.17)

As for the HOMO energy: -3.337 eV. For the relative energy (zero: lowest compared OMol25 entry of this formula, charge and spin), the calculation gives 0.859 eV. The total charge is -1.


[10]
The following is a quantum chemistry calculation of C9H11O3 as an isolated structure in a non-equilibrium geometry, from the Open Molecules 2025 dataset.

Element x y z (Å)
C (-3.18, -1.58, -1.80)
C (-3.22, -0.89, -0.46)
O (-2.25, -1.31, 0.33)
O (-4.09, -0.10, -0.16)
H (-2.19, -1.36, -2.22)
H (-4.00, -1.30, -2.46)
H (-2.96, -2.64, -1.66)
C (4.48, 0.55, -0.46)
C (0.66, 0.08, -0.52)
C (0.30, 0.52, 0.76)
C (2.02, 0.07, -0.89)
C (3.03, 0.54, -0.11)
C (1.35, 1.12, 1.54)
C (2.65, 1.08, 1.17)
O (-0.90, 0.46, 1.26)
H (-0.05, -0.37, -1.21)
H (2.31, -0.20, -1.90)
H (0.93, 1.59, 2.42)
H (-1.54, -0.52, 0.75)
H (5.00, 1.51, -0.39)
H (4.65, 0.15, -1.46)
H (3.49, 1.40, 1.78)
H (5.10, -0.04, 0.24)

As for the HOMO energy: -3.806 eV. For the relative energy (zero: lowest compared OMol25 entry of this formula, charge and spin), the calculation gives 0.651 eV. The total charge is -1.


[11]
The following is a quantum chemistry calculation of a 2-piece molecular cluster, C9H11O3 overall in a non-equilibrium geometry, from the Open Molecules 2025 dataset.

Element x y z (Å)
C (0.82, -3.65, 0.32)
C (2.16, -3.24, -0.27)
O (2.61, -2.04, 0.08)
O (2.79, -3.94, -1.04)
H (0.09, -2.87, 0.15)
H (1.03, -3.96, 1.34)
H (0.47, -4.52, -0.23)
C (-1.85, 3.38, -1.01)
C (0.20, 0.29, -0.58)
C (-0.42, 1.32, -1.21)
C (0.24, 0.16, 0.86)
C (-1.01, 2.32, -0.38)
C (-0.61, 1.02, 1.64)
C (-1.15, 2.10, 1.01)
O (1.00, -0.66, 1.40)
H (0.72, -0.50, -1.11)
H (-0.43, 1.49, -2.28)
H (1.99, -1.50, 0.67)
H (-0.67, 0.96, 2.72)
H (-1.24, 4.14, -1.50)
H (-2.58, 3.83, -0.33)
H (-1.66, 2.90, 1.53)
H (-2.50, 3.00, -1.79)

As for the HOMO energy (spin up / spin down): -9.237 / -9.389 eV. Its spin multiplicity is 2. For the relative energy (zero: lowest compared OMol25 entry of this formula, charge and spin), the calculation gives 0.000 eV. Its expectation value of S² is 0.790.